[1]
45
Properties=species:S:1:pos:R:3:forces:R:3 method="wB97M-V/def2-TZVPD" e_homo_ha=0.133 charge=-3 e_above_lowest_kcal_mol=0.0 orbital_gap_ev=1.796
H 0.23446 -1.11345 2.06858 0.083 -0.214 -0.134
H 4.15532 0.40161 1.36519 -0.087 -0.877 0.421
C -3.78169 1.24155 1.75794 -1.797 0.372 1.229
H -1.74457 2.84208 -2.67147 -0.325 0.976 0.057
O 1.54009 -0.10375 -0.15092 0.779 -0.495 0.360
O -2.41983 0.21100 -0.23180 -1.040 -0.351 0.081
H -1.37546 -0.91627 1.28422 0.146 0.174 0.039
H -1.97895 3.40749 1.15987 0.173 0.122 -0.073
Br 2.64539 -3.91650 -3.50462 -0.053 -0.151 -0.005
C 1.98556 0.22273 1.10914 -2.427 0.036 -0.470
C -2.37368 -3.60530 1.12744 -0.150 0.623 0.184
Br 4.18680 -4.48443 -0.12085 0.234 0.213 -0.271
H 1.16849 0.78262 1.66676 -0.096 0.380 -0.073
Ag -0.44826 -0.40093 -1.38410 1.268 1.811 -0.500
C 2.32690 -3.05057 -1.77203 0.121 -0.313 0.531
O 1.32329 4.29776 -2.49790 0.006 0.250 -0.288
S -3.02329 1.52934 0.14015 1.134 0.171 0.549
H -3.01609 -2.72698 1.03057 -0.070 -0.086 -0.432
C -0.73472 -1.57332 1.87924 -0.916 -0.569 -0.234
C 0.00817 4.21540 -2.36074 1.087 0.010 0.349
H -2.52956 -3.97408 2.14327 0.369 -0.154 0.010
H 3.18608 1.46296 2.44123 -0.447 -0.481 0.479
H -1.09580 2.75020 -0.28608 0.332 0.070 0.176
H -0.59787 3.05261 -4.04310 -0.205 0.356 -0.109
O -0.13553 1.66125 -2.67367 -0.045 -0.139 0.710
H 1.67395 -3.69272 -1.19074 -0.163 -0.075 -0.303
C -0.65193 2.92300 -2.93388 -0.246 -1.904 -0.787
H -4.86450 1.09107 1.63739 0.095 -0.317 -0.579
O -0.50357 -2.60134 -0.53531 -0.486 -0.769 -0.389
H -3.83569 2.09843 2.43928 0.734 0.318 -0.335
H -0.97955 1.89760 1.31943 0.162 0.000 -0.088
H -1.28067 -1.88291 2.77571 0.251 0.158 0.240
O 3.59712 2.09910 0.56741 -0.721 0.144 0.171
C 3.60261 -2.83541 -1.01476 -0.142 1.277 0.165
S -0.64883 -3.07470 0.86331 0.708 0.323 0.721
H 1.96095 -0.72610 1.72608 1.152 0.002 0.473
H -2.60281 -4.38792 0.40869 -0.032 0.094 -0.101
H -0.47854 5.10323 -2.86554 -0.886 -0.086 -0.218
H -3.47681 0.39772 2.37747 0.770 -0.115 -0.527
H 3.45367 -2.07631 -0.23925 -0.510 -0.282 0.239
H 1.80391 -2.12723 -1.96595 0.110 0.471 -0.034
C -1.59038 2.51773 0.66436 -0.913 -0.372 -0.369
C 3.25333 1.09992 1.37483 1.955 0.236 -0.954
H 4.37753 -2.35131 -1.60678 0.305 -0.747 -0.189
H -0.31501 4.31517 -1.27808 -0.216 -0.092 0.278

---

[2]
42
Properties=species:S:1:pos:R:3:forces:R:3 method="wB97M-V/def2-TZVPD" e_homo_ha="-0.577 / -0.574" charge=+2 e_above_lowest_kcal_mol=39.8 orbital_gap_ev="5.609 / 4.443" multiplicity=4
H 1.12623 1.87829 -4.35718 -0.027 -0.058 0.175
H -1.78109 3.07063 -2.14819 0.070 -0.007 -0.106
C -1.53325 -4.37539 0.39176 0.015 -1.055 0.154
C 1.39792 1.40168 -3.40959 0.148 -0.067 0.369
I -1.71749 2.26919 0.81233 1.257 -0.653 -0.365
H 2.18914 1.97031 -2.91457 -0.042 -0.011 -0.175
I 2.39829 -0.88997 -0.89283 -0.790 0.979 0.311
N -0.79364 -0.82180 0.01467 0.727 -1.085 0.278
C 0.86159 2.05276 3.25735 -0.159 0.102 -0.375
H -1.91960 -4.87037 -0.52401 0.255 0.366 0.598
C -0.45397 -2.11295 0.24674 0.136 -0.158 0.087
C -1.23357 0.23703 -3.12068 0.077 -0.149 0.515
H -1.41822 0.53973 -4.15608 0.150 0.120 0.148
H 1.16670 2.95213 2.71642 0.003 -0.042 0.165
C -0.76620 3.03569 -2.54672 0.083 -0.016 0.440
P -0.05621 1.37305 -2.30955 -0.446 0.450 -2.125
H -2.17629 0.24207 -2.56651 0.115 -0.018 -0.227
H -2.76732 -0.01472 -0.39923 0.265 0.002 0.103
H 1.42819 1.96289 4.19009 -0.042 -0.066 -0.175
H -2.18808 -4.63216 1.25084 0.427 0.209 -0.568
H -0.20700 2.11650 3.46746 0.112 -0.037 0.047
H -0.76772 3.28104 -3.61381 0.049 -0.125 0.138
H -0.50768 -4.75047 0.59606 -0.695 0.393 -0.160
H 0.54317 -2.46759 0.44784 -0.152 -0.027 -0.083
Cr 0.43346 0.81486 -0.04519 0.957 1.637 0.045
H 0.76529 -1.73640 2.57318 -0.012 0.109 0.231
C -2.13416 -0.85812 -0.18051 -1.731 -0.961 -0.202
H 3.49127 1.18571 1.74072 0.048 -0.077 0.154
H 3.30041 0.55130 3.40785 -0.113 -0.001 -0.140
C 3.01365 0.42160 2.35919 -0.074 0.061 -0.375
H -0.81855 -0.77473 -3.10551 -0.097 0.079 -0.041
Cl 1.87054 2.74776 -0.11804 -1.371 -1.895 0.058
H 0.89734 -0.86037 4.12436 0.053 0.155 -0.160
P 1.20681 0.60826 2.19926 0.725 -0.209 2.012
C 0.50637 -0.81534 3.10310 -0.205 0.013 -0.481
H -0.14940 3.75126 -1.99689 -0.095 0.013 -0.149
H -0.58250 -0.71827 3.13434 0.096 -0.053 0.040
H 3.32138 -0.56170 2.00081 -0.012 0.061 0.104
H 1.75370 0.38535 -3.58468 -0.068 0.085 -0.059
N -1.52098 -2.93088 0.19876 1.532 0.540 0.210
H -3.59882 -2.50326 -0.17544 0.260 -0.167 0.062
C -2.57971 -2.15460 -0.06788 -1.431 1.564 -0.474

---

[3]
43
Properties=species:S:1:pos:R:3:forces:R:3 method="wB97M-V/def2-TZVPD" e_homo_ha=-0.449 charge=+1 orbital_gap_ev=8.387
H 2.01382 2.90862 1.26349 0.198 -0.053 0.072
C 3.81402 -2.04217 0.79880 -0.157 0.462 0.320
C 1.64355 2.14004 -0.69390 -0.274 0.286 0.953
H 0.04523 3.33595 0.24881 -0.101 -0.037 -0.051
H -3.41517 -0.40291 -2.38100 1.318 0.505 0.448
C -2.00698 1.26449 0.47741 0.263 -0.378 0.331
H 4.43101 -2.32327 1.65378 -0.049 0.175 -0.013
H -0.28913 0.36439 -0.45892 0.161 0.200 -0.005
H 1.66009 1.10848 -1.06278 0.299 0.209 -0.378
C -1.73659 -1.49296 1.72443 -0.275 -0.029 -0.333
H 3.96789 -2.74822 -0.01218 -0.099 0.020 0.030
H -2.53412 1.93648 -0.20817 0.236 -0.086 -0.116
O 4.43431 -0.47985 -0.83968 0.484 0.538 -2.056
H -1.86207 -0.99134 2.69176 -0.092 0.071 -0.156
H -0.66232 -1.54258 1.54047 -0.116 -0.255 -0.082
P -2.81356 -1.40664 -1.56247 0.814 -0.421 0.948
C -4.52937 -0.45776 1.10066 0.679 -0.823 -1.186
H -4.72061 0.36964 1.77881 -0.093 -0.088 -0.003
H -2.16842 1.67360 1.48454 -0.220 -0.063 -0.124
H 0.60132 -1.59207 -0.87474 0.113 -0.314 0.031
H 0.31684 -0.61699 -3.76634 -0.134 0.116 0.024
H 2.57864 1.04314 2.37096 0.141 -0.118 -0.080
H -2.18942 -2.48314 1.82856 0.369 -0.060 -0.016
H -0.34084 2.58531 -1.34374 -0.179 0.327 0.226
C 4.13884 -0.64948 0.28388 0.110 -0.785 1.258
H 2.06195 0.10846 0.98229 -0.045 0.229 -0.151
C 0.15080 2.44640 -0.37407 0.751 -1.075 -0.689
C -0.47690 1.19350 0.24604 -0.658 0.104 -0.283
O 0.20864 -2.32401 -1.38381 -0.586 1.081 0.353
C 2.75579 0.89659 1.29998 0.304 0.421 0.737
O -1.04578 -2.71525 -3.51572 -0.612 -1.145 -0.485
O 4.10271 0.40026 1.17025 -0.548 -0.379 0.098
H 2.76732 -2.04877 1.12528 0.132 -0.193 0.049
H 3.47835 2.72240 0.33247 0.138 -0.355 0.167
C 2.53725 2.23080 0.57925 -0.820 0.036 -0.590
P -0.86281 -1.77007 -2.43141 0.971 0.378 -1.632
H 0.01166 0.89138 1.17654 -0.043 0.187 0.024
H -4.71359 -1.43925 1.54831 -0.154 0.260 0.278
O -0.32498 -0.38998 -3.07042 0.023 0.002 1.104
K -5.13703 -1.61692 -2.96097 -1.855 -0.740 -1.065
Si -2.72439 -0.49059 0.47476 -0.161 1.596 1.773
H 2.01299 2.82620 -1.45574 -0.021 -0.158 -0.060
H -5.17891 -0.42188 0.21454 -0.212 0.348 0.330

---

> Which of these has the lowest charge?

C10H24AgBr2O6S2

---

Please write out number 2 again, unchanged.
42
Properties=species:S:1:pos:R:3:forces:R:3 method="wB97M-V/def2-TZVPD" e_homo_ha="-0.577 / -0.574" charge=+2 e_above_lowest_kcal_mol=39.8 orbital_gap_ev="5.609 / 4.443" multiplicity=4
H 1.12623 1.87829 -4.35718 -0.027 -0.058 0.175
H -1.78109 3.07063 -2.14819 0.070 -0.007 -0.106
C -1.53325 -4.37539 0.39176 0.015 -1.055 0.154
C 1.39792 1.40168 -3.40959 0.148 -0.067 0.369
I -1.71749 2.26919 0.81233 1.257 -0.653 -0.365
H 2.18914 1.97031 -2.91457 -0.042 -0.011 -0.175
I 2.39829 -0.88997 -0.89283 -0.790 0.979 0.311
N -0.79364 -0.82180 0.01467 0.727 -1.085 0.278
C 0.86159 2.05276 3.25735 -0.159 0.102 -0.375
H -1.91960 -4.87037 -0.52401 0.255 0.366 0.598
C -0.45397 -2.11295 0.24674 0.136 -0.158 0.087
C -1.23357 0.23703 -3.12068 0.077 -0.149 0.515
H -1.41822 0.53973 -4.15608 0.150 0.120 0.148
H 1.16670 2.95213 2.71642 0.003 -0.042 0.165
C -0.76620 3.03569 -2.54672 0.083 -0.016 0.440
P -0.05621 1.37305 -2.30955 -0.446 0.450 -2.125
H -2.17629 0.24207 -2.56651 0.115 -0.018 -0.227
H -2.76732 -0.01472 -0.39923 0.265 0.002 0.103
H 1.42819 1.96289 4.19009 -0.042 -0.066 -0.175
H -2.18808 -4.63216 1.25084 0.427 0.209 -0.568
H -0.20700 2.11650 3.46746 0.112 -0.037 0.047
H -0.76772 3.28104 -3.61381 0.049 -0.125 0.138
H -0.50768 -4.75047 0.59606 -0.695 0.393 -0.160
H 0.54317 -2.46759 0.44784 -0.152 -0.027 -0.083
Cr 0.43346 0.81486 -0.04519 0.957 1.637 0.045
H 0.76529 -1.73640 2.57318 -0.012 0.109 0.231
C -2.13416 -0.85812 -0.18051 -1.731 -0.961 -0.202
H 3.49127 1.18571 1.74072 0.048 -0.077 0.154
H 3.30041 0.55130 3.40785 -0.113 -0.001 -0.140
C 3.01365 0.42160 2.35919 -0.074 0.061 -0.375
H -0.81855 -0.77473 -3.10551 -0.097 0.079 -0.041
Cl 1.87054 2.74776 -0.11804 -1.371 -1.895 0.058
H 0.89734 -0.86037 4.12436 0.053 0.155 -0.160
P 1.20681 0.60826 2.19926 0.725 -0.209 2.012
C 0.50637 -0.81534 3.10310 -0.205 0.013 -0.481
H -0.14940 3.75126 -1.99689 -0.095 0.013 -0.149
H -0.58250 -0.71827 3.13434 0.096 -0.053 0.040
H 3.32138 -0.56170 2.00081 -0.012 0.061 0.104
H 1.75370 0.38535 -3.58468 -0.068 0.085 -0.059
N -1.52098 -2.93088 0.19876 1.532 0.540 0.210
H -3.59882 -2.50326 -0.17544 0.260 -0.167 0.062
C -2.57971 -2.15460 -0.06788 -1.431 1.564 -0.474

---

> Among the records above, which one has the highest charge?

C10H24ClCrI2N2P2